No. 1
Entry from the Open Molecules 2025 dataset: a structure of composition C80H192As2F12N10O6 at a distorted geometry (the ωB97M-V functional and the def2-TZVPD basis).

XYZ file:
```
302
Properties=species:S:1:pos:R:3
C 1.449 1.523 1.777
C 0.811 0.377 1.047
N -0.661 0.533 0.623
C -0.979 -0.764 0.033
C -1.451 0.750 1.827
C -2.980 0.702 1.695
C -0.700 1.595 -0.347
C 0.371 1.731 -1.392
O 0.468 0.511 -2.128
C 1.391 0.650 -3.124
H 1.443 1.433 2.854
H 0.962 2.500 1.564
H 2.511 1.628 1.509
H 0.829 -0.490 1.715
H 1.333 0.088 0.142
H -0.684 -1.435 0.786
H -0.490 -0.794 -0.922
H -2.071 -0.814 -0.087
H -1.224 1.721 2.164
H -1.106 -0.047 2.473
H -3.505 -0.239 1.499
H -3.390 1.329 0.908
H -3.390 1.078 2.616
H -0.828 2.522 0.214
H -1.599 1.520 -0.964
H 1.377 2.098 -1.238
H -0.091 2.470 -2.082
H 1.164 1.407 -3.882
H 1.397 -0.278 -3.699
H 2.436 0.732 -2.735
C 3.847 7.533 0.822
C 4.060 6.050 1.068
N 5.026 5.578 2.080
C 6.422 5.876 1.568
C 4.822 6.373 3.389
C 3.578 6.171 4.137
C 4.932 4.164 2.349
C 5.397 3.187 1.329
O 4.474 3.084 0.278
C 4.982 2.492 -0.893
H 4.717 8.148 0.510
H 3.408 8.023 1.663
H 3.211 7.514 -0.044
H 4.358 5.650 0.106
H 3.075 5.703 1.368
H 6.488 6.956 1.528
H 6.468 5.496 0.546
H 7.116 5.401 2.257
H 4.827 7.402 3.009
H 5.591 6.151 4.111
H 2.616 6.236 3.612
H 3.629 6.926 4.928
H 3.560 5.241 4.656
H 3.859 3.975 2.503
H 5.503 4.131 3.278
H 5.457 2.233 1.913
H 6.405 3.355 0.912
H 5.305 1.480 -0.748
H 5.822 3.087 -1.264
H 4.150 2.631 -1.596
C -1.521 6.168 0.675
N -2.394 7.179 1.262
C -3.364 7.581 0.244
C -3.167 6.492 2.417
C -1.606 8.302 1.785
C -1.036 9.294 0.837
O 0.022 8.699 0.113
H -0.895 6.673 -0.040
H -2.107 5.367 0.238
H -0.958 5.832 1.551
H -3.903 6.682 -0.006
H -2.772 7.931 -0.613
H -3.976 8.398 0.574
H -2.454 6.292 3.212
H -3.607 5.588 2.041
H -3.955 7.163 2.769
H -0.803 7.888 2.372
H -2.343 8.858 2.368
H -0.681 10.120 1.430
H -1.798 9.655 0.206
H 0.445 9.423 -0.364
C -9.591 -0.464 -0.123
N -8.774 0.710 -0.523
C -9.716 1.829 -0.778
C -7.935 1.105 0.606
C -7.988 0.441 -1.760
C -7.151 -0.787 -1.840
O -5.997 -0.776 -1.013
H -10.210 -0.790 -0.939
H -10.224 -0.200 0.703
H -8.898 -1.247 0.179
H -10.376 1.931 0.063
H -10.317 1.463 -1.595
H -9.194 2.717 -1.078
H -7.163 0.338 0.789
H -8.539 1.192 1.500
H -7.488 2.062 0.363
H -7.397 1.359 -1.867
H -8.753 0.351 -2.504
H -6.868 -0.791 -2.887
H -7.699 -1.710 -1.758
H -5.387 -0.091 -1.349
C -6.266 -0.719 6.843
N -5.220 -1.374 6.106
C -5.279 -0.920 4.643
C -3.966 -1.039 6.644
C -5.476 -2.883 6.055
C -4.930 -3.684 7.184
O -5.361 -3.097 8.411
H -5.889 0.277 7.026
H -6.409 -1.248 7.784
H -7.264 -0.744 6.446
H -5.402 0.151 4.706
H -6.090 -1.330 4.032
H -4.316 -1.161 4.205
H -3.971 -1.460 7.645
H -3.840 0.037 6.563
H -3.259 -1.560 6.022
H -5.092 -3.192 5.083
H -6.569 -2.981 6.115
H -3.815 -3.773 7.197
H -5.301 -4.680 7.056
H -5.169 -3.727 9.134
C -4.412 -6.942 -0.397
N -3.364 -6.333 0.392
C -2.868 -7.365 1.348
C -2.255 -5.873 -0.430
C -3.887 -5.158 1.195
C -4.582 -4.071 0.382
O -3.743 -3.185 -0.263
H -5.269 -7.224 0.204
H -3.946 -7.822 -0.854
H -4.667 -6.299 -1.249
H -2.771 -8.241 0.718
H -3.604 -7.587 2.117
H -1.917 -6.997 1.725
H -1.858 -6.776 -0.897
H -1.567 -5.378 0.233
H -2.682 -5.329 -1.283
H -3.031 -4.691 1.741
H -4.686 -5.543 1.806
H -5.134 -3.606 1.205
H -5.353 -4.468 -0.302
H -4.285 -2.508 -0.734
C 5.547 3.618 6.635
C 4.677 3.834 7.856
C 3.278 3.298 7.597
C 2.349 3.711 8.634
N 1.001 3.077 8.472
C 0.941 1.573 8.701
C 0.026 1.008 7.631
C 0.359 1.854 6.455
C 0.362 3.286 7.121
C 0.116 3.700 9.522
C 0.592 3.699 10.984
C -0.627 4.168 11.794
H 5.047 3.878 5.691
H 5.816 2.558 6.626
H 6.447 4.253 6.689
H 4.539 4.897 8.055
H 5.101 3.377 8.764
H 3.410 2.204 7.565
H 2.883 3.600 6.604
H 2.121 4.775 8.677
H 2.756 3.435 9.616
H 0.689 1.227 9.704
H 1.920 1.175 8.462
H -1.047 1.122 7.854
H 0.150 -0.067 7.531
H -0.350 1.785 5.616
H 1.396 1.639 6.132
H -0.621 3.613 7.354
H 0.956 4.021 6.547
H -0.779 3.085 9.522
H -0.149 4.720 9.256
H 1.426 4.405 11.087
H 0.951 2.734 11.373
H -0.360 4.224 12.843
H -1.480 3.548 11.604
H -0.892 5.161 11.472
C 6.191 -1.742 -2.683
C 6.631 -2.307 -1.337
C 6.032 -3.679 -1.152
C 4.577 -3.638 -1.369
N 3.794 -4.843 -0.998
C 2.305 -4.560 -1.261
C 1.869 -3.656 -0.074
C 2.853 -3.930 1.072
C 3.728 -5.081 0.523
C 4.296 -6.122 -1.570
C 4.449 -6.121 -3.059
C 4.474 -7.525 -3.657
H 5.163 -1.373 -2.735
H 6.363 -2.413 -3.536
H 6.766 -0.841 -2.884
H 6.336 -1.658 -0.494
H 7.708 -2.293 -1.344
H 6.359 -4.173 -0.213
H 6.406 -4.307 -1.962
H 4.361 -3.483 -2.417
H 4.028 -2.820 -0.840
H 1.751 -5.490 -1.264
H 2.169 -4.052 -2.195
H 0.840 -3.901 0.137
H 1.910 -2.591 -0.330
H 2.395 -4.347 1.957
H 3.427 -3.058 1.402
H 3.221 -6.029 0.644
H 4.702 -5.271 0.981
H 3.526 -6.832 -1.293
H 5.201 -6.350 -1.010
H 5.346 -5.539 -3.233
H 3.653 -5.612 -3.571
H 5.239 -8.126 -3.127
H 4.770 -7.449 -4.711
H 3.524 -8.077 -3.647
C 2.032 -2.947 -5.843
C 3.381 -2.204 -5.781
C 4.262 -2.530 -7.014
C 4.379 -4.023 -7.263
N 5.585 -4.447 -8.120
C 5.572 -3.760 -9.512
C 4.527 -4.606 -10.287
C 4.476 -6.002 -9.539
C 5.473 -5.912 -8.447
C 6.899 -4.041 -7.528
C 7.229 -4.701 -6.204
C 8.455 -4.060 -5.617
H 1.943 -4.005 -5.599
H 1.720 -2.812 -6.899
H 1.208 -2.487 -5.278
H 3.953 -2.480 -4.883
H 3.142 -1.158 -5.776
H 5.303 -2.159 -6.936
H 3.726 -2.053 -7.843
H 3.490 -4.378 -7.779
H 4.485 -4.523 -6.294
H 6.568 -3.941 -9.883
H 5.413 -2.697 -9.365
H 4.893 -4.860 -11.306
H 3.596 -4.077 -10.342
H 4.684 -6.845 -10.211
H 3.484 -6.322 -9.227
H 6.469 -6.134 -8.854
H 5.342 -6.483 -7.535
H 6.904 -2.969 -7.426
H 7.697 -4.357 -8.189
H 7.503 -5.745 -6.337
H 6.343 -4.590 -5.576
H 9.440 -4.169 -6.089
H 8.483 -4.469 -4.605
H 8.307 -2.981 -5.628
C 0.518 0.813 -6.920
C -0.542 1.927 -6.746
C -1.516 1.538 -5.638
C -2.124 0.137 -5.970
N -3.210 -0.350 -5.076
C -2.776 -0.466 -3.687
C -1.941 -1.768 -3.595
C -2.443 -2.588 -4.823
C -3.547 -1.754 -5.497
C -4.413 0.542 -5.150
C -4.986 0.764 -6.491
C -6.191 1.640 -6.343
H 0.098 0.038 -7.547
H 0.798 0.454 -5.943
H 1.348 1.190 -7.520
H -1.017 2.155 -7.713
H -0.043 2.851 -6.479
H -2.357 2.225 -5.573
H -0.953 1.443 -4.731
H -1.268 -0.510 -5.990
H -2.456 0.137 -7.005
H -3.689 -0.530 -3.148
H -2.249 0.475 -3.511
H -2.122 -2.212 -2.624
H -0.872 -1.593 -3.618
H -2.921 -3.498 -4.489
H -1.632 -2.870 -5.494
H -4.528 -1.971 -5.093
H -3.542 -1.828 -6.589
H -4.080 1.463 -4.690
H -5.116 0.023 -4.528
H -5.285 -0.171 -6.969
H -4.216 1.219 -7.129
H -6.974 1.098 -5.805
H -6.653 1.942 -7.275
H -5.951 2.578 -5.821
As -0.777 -3.067 3.736
F -1.515 -4.220 4.694
F 0.708 -3.891 3.984
F 0.129 -1.939 2.678
F -2.314 -2.251 3.389
F -0.535 -2.054 5.099
F -1.039 -4.148 2.307
As -4.249 3.160 -1.674
F -4.214 1.371 -1.409
F -2.671 3.065 -2.416
F -4.245 4.790 -1.984
F -5.748 3.295 -0.792
F -3.454 3.490 -0.085
F -5.093 2.869 -3.124
```

Properties
LUMO	-0.474	Eh
orbital gap	9.82	eV
DFT total energy	-267466.4494	eV
charge	+8

Atom charges from the Löwdin analysis, given in e for atoms 1 to 99:
1. C -0.04
2. C -0.14
3. N -0.27
4. C 0.03
5. C -0.14
6. C -0.04
7. C -0.12
8. C -0.16
9. O -0.22
10. C -0.13
11. H 0.08
12. H 0.09
13. H 0.08
14. H 0.10
15. H 0.12
16. H 0.07
17. H 0.09
18. H 0.11
19. H 0.12
20. H 0.11
21. H 0.08
22. H 0.05
23. H 0.08
24. H 0.14
25. H 0.12
26. H 0.12
27. H 0.14
28. H 0.10
29. H 0.08
30. H 0.11
31. C -0.04
32. C -0.18
33. N -0.29
34. C 0.07
35. C -0.15
36. C -0.07
37. C -0.13
38. C -0.21
39. O -0.21
40. C -0.07
41. H 0.11
42. H 0.07
43. H 0.09
44. H 0.13
45. H 0.12
46. H 0.12
47. H 0.12
48. H 0.13
49. H 0.13
50. H 0.14
51. H 0.09
52. H 0.12
53. H 0.04
54. H 0.14
55. H 0.14
56. H 0.15
57. H 0.14
58. H 0.08
59. H 0.10
60. H 0.09
61. C 0.00
62. N -0.38
63. C 0.03
64. C 0.06
65. C -0.12
66. C -0.22
67. O -0.05
68. H 0.10
69. H 0.08
70. H 0.11
71. H 0.10
72. H 0.13
73. H 0.13
74. H 0.11
75. H 0.09
76. H 0.12
77. H 0.14
78. H 0.16
79. H 0.15
80. H 0.11
81. H 0.12
82. C 0.03
83. N -0.39
84. C 0.04
85. C 0.00
86. C -0.10
87. C -0.21
88. O -0.08
89. H 0.13
90. H 0.12
91. H 0.11
92. H 0.12
93. H 0.12
94. H 0.12
95. H 0.11
96. H 0.12
97. H 0.10
98. H 0.14
99. H 0.14

=====

No. 2
Entry from the Open Molecules 2025 dataset: a cluster of 19 separate species, C80H92Cl6N16 in total at a distorted geometry (the ωB97M-V functional and the def2-TZVPD basis).

XYZ file:
```
194
Properties=species:S:1:pos:R:3
N -7.700 -6.748 -3.055
C -7.540 -5.627 -2.295
C -6.342 -5.005 -2.023
C -5.199 -5.454 -2.671
C -5.366 -6.557 -3.460
C -6.599 -7.155 -3.721
H -8.409 -5.253 -1.829
H -6.382 -4.328 -1.189
H -4.245 -5.009 -2.558
H -4.530 -6.913 -4.029
H -6.732 -7.970 -4.430
N -2.635 -2.369 -4.084
C -1.779 -1.429 -4.433
C -2.136 -0.247 -5.025
C -3.494 0.075 -5.166
C -4.423 -0.909 -4.764
C -3.939 -2.119 -4.288
H -0.752 -1.726 -4.282
H -1.429 0.481 -5.360
H -3.809 0.993 -5.636
H -5.481 -0.738 -4.796
H -4.537 -2.984 -4.115
N 3.916 3.482 -0.368
C 3.730 2.971 -1.562
C 3.930 1.613 -1.851
C 4.357 0.787 -0.821
C 4.618 1.357 0.475
C 4.390 2.690 0.628
H 3.259 3.584 -2.315
H 3.641 1.159 -2.798
H 4.363 -0.277 -0.996
H 5.084 0.788 1.275
H 4.499 3.156 1.590
N 4.834 -1.680 1.491
C 3.525 -1.591 1.680
C 2.648 -2.587 1.221
C 3.173 -3.775 0.674
C 4.522 -3.835 0.490
C 5.295 -2.763 0.912
H 3.102 -0.734 2.228
H 1.624 -2.578 1.435
H 2.660 -4.622 0.292
H 5.028 -4.667 -0.030
H 6.399 -2.833 0.884
N -8.197 2.663 0.116
C -7.859 1.518 -0.482
C -7.313 1.474 -1.751
C -7.389 2.604 -2.562
C -7.833 3.804 -1.993
C -8.177 3.762 -0.639
H -8.029 0.606 0.097
H -7.003 0.542 -2.270
H -7.014 2.567 -3.587
H -7.907 4.742 -2.517
H -8.418 4.757 -0.211
N -0.990 -3.387 0.462
C -1.152 -4.062 -0.693
C -1.153 -5.461 -0.727
C -1.039 -6.138 0.522
C -1.005 -5.405 1.719
C -0.904 -4.038 1.602
H -1.064 -3.480 -1.589
H -1.174 -5.905 -1.691
H -0.903 -7.218 0.557
H -0.914 -5.925 2.680
H -0.666 -3.403 2.451
N 3.506 2.367 3.820
C 2.384 1.799 3.448
C 1.151 2.388 3.616
C 1.050 3.583 4.315
C 2.239 4.220 4.663
C 3.456 3.563 4.406
H 2.427 0.822 2.989
H 0.208 1.932 3.337
H 0.104 4.007 4.425
H 2.349 5.138 5.231
H 4.423 3.970 4.722
N 2.036 -0.280 -6.643
C 1.780 -0.485 -5.324
C 1.479 0.552 -4.415
C 1.606 1.861 -4.860
C 1.795 2.067 -6.229
C 1.971 0.986 -7.074
H 1.941 -1.544 -5.034
H 1.395 0.238 -3.367
H 1.536 2.703 -4.162
H 1.859 3.087 -6.681
H 2.067 1.122 -8.150
N -0.566 1.415 -1.376
C -1.676 0.757 -0.983
C -1.696 -0.264 -0.027
C -0.499 -0.480 0.667
C 0.626 0.196 0.308
C 0.575 1.119 -0.717
H -2.592 0.934 -1.485
H -2.646 -0.724 0.102
H -0.451 -1.189 1.483
H 1.555 0.075 0.814
H 1.420 1.659 -1.067
N -6.308 -1.668 0.521
C -5.310 -1.784 -0.353
C -4.439 -2.856 -0.275
C -4.583 -3.816 0.680
C -5.685 -3.778 1.588
C -6.492 -2.677 1.412
H -5.210 -1.076 -1.145
H -3.573 -2.821 -0.945
H -3.890 -4.629 0.691
H -5.981 -4.415 2.401
H -7.298 -2.495 2.072
N 7.827 -1.708 3.672
C 9.046 -1.890 4.217
C 9.912 -0.907 4.685
C 9.410 0.405 4.624
C 8.196 0.708 4.012
C 7.445 -0.373 3.599
H 9.381 -2.917 4.200
H 10.966 -1.151 5.077
H 9.990 1.218 5.027
H 7.808 1.755 3.889
H 6.511 -0.219 3.117
N 1.197 5.041 -2.656
C 0.490 5.529 -3.716
C -0.337 6.641 -3.568
C -0.426 7.242 -2.297
C 0.263 6.692 -1.272
C 1.102 5.633 -1.487
H 0.632 5.097 -4.701
H -0.879 7.074 -4.430
H -1.073 8.132 -2.163
H 0.383 7.267 -0.345
H 1.675 5.159 -0.671
N 2.580 -4.130 -4.164
C 1.562 -3.788 -3.425
C 1.663 -2.757 -2.456
C 2.891 -2.108 -2.278
C 3.992 -2.590 -2.950
C 3.780 -3.588 -3.911
H 0.577 -4.180 -3.634
H 0.735 -2.522 -1.995
H 2.968 -1.263 -1.618
H 5.010 -2.131 -2.936
H 4.590 -4.025 -4.418
C -3.630 2.154 2.807
Cl -4.774 0.866 2.372
Cl -2.617 1.688 4.172
H -2.965 2.414 1.940
H -4.313 2.959 3.065
C -2.384 3.681 -3.117
Cl -2.198 3.618 -4.919
Cl -3.990 3.078 -2.653
H -1.584 3.033 -2.736
H -2.334 4.706 -2.798
C -1.010 5.820 1.868
Cl -2.239 5.698 3.135
Cl -0.592 4.210 1.320
H -1.348 6.361 0.989
H -0.132 6.323 2.307
C 5.452 6.841 -2.223
C 4.325 7.369 -1.337
C 4.280 6.595 -0.046
C 3.101 6.868 0.874
N 2.171 6.919 1.527
H 5.220 5.823 -2.537
H 6.401 6.842 -1.658
H 5.539 7.500 -3.116
H 3.432 7.234 -1.904
H 4.483 8.439 -1.107
H 5.201 6.844 0.482
H 4.231 5.527 -0.291
C 2.334 -4.669 3.951
C 3.037 -3.759 4.890
C 2.139 -2.764 5.613
C 1.374 -1.937 4.639
N 0.794 -1.331 3.852
H 1.673 -4.082 3.316
H 1.728 -5.387 4.435
H 2.944 -5.246 3.219
H 3.796 -3.265 4.303
H 3.603 -4.374 5.579
H 2.669 -2.078 6.300
H 1.414 -3.321 6.244
C -4.689 -2.750 6.107
C -4.064 -2.487 4.776
C -2.611 -2.094 4.845
C -1.838 -3.281 5.255
N -1.134 -4.165 5.478
H -4.054 -3.451 6.622
H -5.667 -3.186 6.008
H -4.725 -1.897 6.790
H -4.584 -1.665 4.321
H -4.205 -3.312 4.056
H -2.513 -1.458 5.742
H -2.092 -1.654 3.994
```

Properties
LUMO	0.017	Eh
orbital gap	9.80	eV
DFT total energy	-183424.6167	eV

Atom charges from the Löwdin analysis, given in e for atoms 1 to 99:
1. N 0.06
2. C -0.14
3. C -0.07
4. C -0.08
5. C -0.09
6. C -0.14
7. H 0.09
8. H 0.07
9. H 0.08
10. H 0.09
11. H 0.10
12. N 0.06
13. C -0.17
14. C -0.06
15. C -0.06
16. C -0.06
17. C -0.15
18. H 0.08
19. H 0.08
20. H 0.09
21. H 0.09
22. H 0.08
23. N 0.05
24. C -0.17
25. C -0.07
26. C -0.05
27. C -0.05
28. C -0.13
29. H 0.08
30. H 0.09
31. H 0.06
32. H 0.08
33. H 0.09
34. N 0.06
35. C -0.15
36. C -0.06
37. C -0.08
38. C -0.08
39. C -0.16
40. H 0.07
41. H 0.05
42. H 0.10
43. H 0.12
44. H 0.11
45. N 0.06
46. C -0.16
47. C -0.09
48. C -0.12
49. C -0.08
50. C -0.17
51. H 0.09
52. H 0.10
53. H 0.10
54. H 0.09
55. H 0.11
56. N 0.07
57. C -0.15
58. C -0.04
59. C -0.05
60. C -0.06
61. C -0.18
62. H 0.08
63. H 0.09
64. H 0.10
65. H 0.11
66. H 0.08
67. N 0.05
68. C -0.17
69. C -0.10
70. C -0.08
71. C -0.05
72. C -0.15
73. H 0.06
74. H 0.06
75. H 0.06
76. H 0.10
77. H 0.10
78. N 0.06
79. C -0.13
80. C -0.09
81. C -0.08
82. C -0.08
83. C -0.17
84. H 0.09
85. H 0.08
86. H 0.09
87. H 0.11
88. H 0.10
89. N 0.07
90. C -0.14
91. C -0.04
92. C -0.08
93. C -0.07
94. C -0.13
95. H 0.05
96. H 0.07
97. H 0.06
98. H 0.07
99. H 0.08